Entry 1:
{
  "formula": "C7H14BNO3",
  "method": "wB97M-V/def2-TZVPD",
  "elements": ["B", "C", "C", "C", "C", "C", "C", "C", "N", "O", "O", "O", "H", "H", "H", "H", "H", "H", "H", "H", "H", "H", "H", "H", "H", "H"],
  "coordinates": [[-1.41295, -0.98954, 0.17128], [-1.46985, 2.19710, 0.24923], [1.13952, 2.07518, -0.20727], [-0.30338, 1.50128, -0.38850], [1.30248, -0.23997, 0.03344], [-2.76725, -0.53554, -0.52747], [1.55228, -1.18257, -1.19501], [1.70349, -0.78788, 1.41366], [-0.08245, 0.18607, 0.15367], [-2.07694, 3.15781, -0.15339], [2.07292, 1.00438, -0.14348], [-1.00097, -2.17239, 0.50865], [-1.91232, 1.75329, 1.19835], [1.32119, 2.64717, -1.06907], [1.31555, 2.69753, 0.76059], [-0.56543, 1.58964, -1.43799], [-2.84745, 0.43605, -1.05520], [-3.65262, -0.42157, 0.17035], [-3.20748, -1.36426, -1.13467], [2.69231, -1.11257, -1.43884], [1.06167, -0.71358, -2.01799], [1.30367, -2.20610, -1.04202], [1.19031, -1.75382, 1.38807], [1.33494, -0.21983, 2.25055], [2.80834, -0.76434, 1.55141], [-1.59650, -2.85469, 0.39839]],
  "atomic_forces_ev_per_a": [[2.83, 5.70, -2.08], [-1.28, 0.37, 1.95], [0.03, 0.89, 2.35], [1.21, -0.44, 0.45], [0.41, 0.68, 1.01], [-1.98, -0.28, 0.94], [3.14, 1.96, 0.95], [0.72, -0.70, -1.08], [-4.31, -2.96, -0.24], [0.72, -0.03, -0.73], [-1.74, -0.83, -0.68], [2.24, 0.06, 1.13], [0.89, -0.21, -0.49], [0.66, 1.12, -0.93], [-0.76, -0.77, -1.62], [0.14, -0.40, -0.72], [0.65, -0.77, -0.05], [1.09, -0.11, -0.01], [0.74, 0.59, -0.11], [-1.91, -0.30, 0.47], [-0.55, -0.01, -0.73], [-0.47, -0.65, 0.16], [0.77, -0.31, 0.78], [-0.55, 0.51, -0.08], [-0.68, -0.77, -0.40], [-1.99, -2.34, -0.24]],
  "nbo_charge": [1.112, 0.451, -0.047, -0.193, 0.440, -1.063, -0.647, -0.638, -0.702, -0.522, -0.540, -0.874, 0.107, 0.184, 0.176, 0.187, 0.260, 0.260, 0.248, 0.222, 0.212, 0.216, 0.215, 0.218, 0.219, 0.500],
  "charge": 0,
  "gap_ev": 8.7,
  "smiles": "CB(O)N1[C@@H](C=O)COC1(C)C",
  "e_above_lowest_kcal_mol": 92.7
}

Entry 2:
{
  "formula": "C34H57MnN3O2SSi",
  "method": "wB97M-V/def2-TZVPD",
  "elements": ["O", "O", "C", "C", "H", "H", "H", "H", "H", "C", "C", "H", "H", "H", "H", "H", "C", "C", "C", "H", "H", "H", "H", "H", "C", "H", "H", "H", "H", "H", "H", "N", "C", "C", "C", "C", "H", "H", "H", "C", "H", "H", "H", "N", "C", "C", "C", "C", "H", "C", "H", "C", "H", "C", "C", "C", "C", "C", "C", "H", "C", "H", "C", "H", "C", "C", "Mn", "H", "H", "H", "H", "H", "H", "H", "H", "H", "H", "H", "H", "H", "C", "Si", "H", "H", "C", "C", "C", "H", "H", "H", "H", "H", "H", "H", "H", "H", "S", "C", "N"],
  "coordinates": [[1.06719, -2.38030, 0.12503], [-2.16368, -2.33535, -5.06549], [2.18601, -2.54045, -0.76214], [3.08981, -3.64226, -0.24950], [2.71019, -1.59238, -0.75092], [1.88724, -2.73383, -1.82413], [3.47831, -3.38198, 0.75304], [3.89844, -3.76350, -0.98284], [2.52952, -4.58183, -0.18367], [-0.00066, -3.32705, -0.07679], [-0.14760, -3.94866, -1.43999], [-0.95073, -2.81382, 0.15321], [0.17739, -4.06770, 0.69977], [-0.36355, -3.22417, -2.22664], [-0.93719, -4.69051, -1.43426], [0.73533, -4.48239, -1.75456], [-2.95458, -1.82741, -3.98105], [-1.34199, -1.32408, -5.63429], [-3.65618, -2.98870, -3.28615], [-3.70993, -1.08694, -4.33754], [-2.29118, -1.30908, -3.25848], [-4.13307, -3.63863, -4.03395], [-4.43450, -2.61763, -2.60860], [-2.96809, -3.60683, -2.68247], [-0.65966, -1.81868, -6.90370], [-0.55746, -1.06065, -4.89364], [-1.91265, -0.38967, -5.84423], [-0.08160, -2.72798, -6.72351], [0.02023, -1.05697, -7.29854], [-1.42982, -2.03575, -7.65876], [0.20970, 1.00177, -1.38067], [1.65380, 1.14865, 2.00949], [1.59217, 2.43528, 2.39662], [0.42355, 3.18496, 2.27608], [-0.86388, 2.69931, 2.05651], [2.81765, 3.05332, 3.00869], [3.70783, 2.94672, 2.37871], [3.06631, 2.60472, 3.98377], [2.65336, 4.12331, 3.17228], [-1.99775, 3.69270, 2.15737], [-2.47161, 3.66807, 3.15536], [-2.77925, 3.52086, 1.40361], [-1.60657, 4.71004, 2.01062], [-1.15889, 1.39988, 1.87009], [2.81746, 0.32864, 2.24081], [3.80854, 0.19664, 1.24278], [3.77714, 1.01958, -0.01490], [4.82799, -0.74507, 1.42320], [5.57730, -0.86752, 0.63847], [4.87573, -1.51459, 2.58870], [5.66898, -2.24394, 2.70787], [3.93678, -1.33439, 3.60693], [3.99072, -1.91103, 4.53157], [2.91464, -0.39811, 3.44981], [1.92448, -0.18138, 4.56416], [-2.46946, 0.91648, 2.19825], [-3.41053, 0.59677, 1.19792], [-3.10974, 0.82025, -0.24827], [-4.65785, 0.10219, 1.57948], [-5.38727, -0.15909, 0.80480], [-4.98552, -0.05280, 2.93229], [-5.96118, -0.46628, 3.20640], [-4.05277, 0.28913, 3.91481], [-4.30317, 0.19433, 4.98166], [-2.79508, 0.77118, 3.56449], [-1.82326, 1.15503, 4.63040], [0.14283, -0.13184, 1.77015], [3.40349, 0.42465, -0.86717], [4.80021, 1.34636, -0.26728], [3.14678, 1.91635, 0.08022], [1.39569, 0.78384, 4.49095], [2.45169, -0.17780, 5.53117], [1.17063, -0.98725, 4.59898], [-3.90477, 0.38683, -0.86284], [-2.16899, 0.35818, -0.55809], [-3.06172, 1.88547, -0.50135], [-0.84121, 0.69052, 4.49762], [-2.20140, 0.82909, 5.60193], [-1.68731, 2.24046, 4.68513], [0.52769, 4.26120, 2.44952], [0.37959, 0.52478, -2.36916], [0.35002, 2.42611, -2.75638], [1.25875, -0.11428, -2.21905], [-0.47893, -0.14829, -2.52334], [1.75465, 2.38326, -3.96453], [0.77909, 3.55001, -1.26529], [-1.47325, 2.62958, -3.13763], [-1.97024, 1.68085, -3.39898], [-1.58539, 3.31988, -3.98253], [-2.03526, 3.04733, -2.28329], [2.67034, 2.03041, -3.47533], [1.95212, 3.36835, -4.38075], [1.52786, 1.69335, -4.78135], [1.56974, 3.11933, -0.61652], [-0.11304, 3.71016, -0.62113], [1.12167, 4.53824, -1.64236], [-0.92852, -3.16922, 4.80182], [-0.76919, -2.36622, 3.47044], [-0.67950, -1.76003, 2.42103]],
  "atomic_forces_ev_per_a": [[-0.22, 1.00, -1.05], [-0.46, 0.61, 0.23], [-0.16, -0.23, -0.05], [0.05, 0.07, -0.11], [0.08, 0.22, 0.04], [0.03, 0.23, 0.94], [-0.08, -0.19, -0.55], [0.04, -0.14, 0.40], [0.21, 0.09, 0.01], [-0.52, 0.08, 0.64], [0.34, 0.05, -0.41], [0.53, -0.12, 0.12], [-0.37, -0.42, -0.06], [-0.13, 0.12, 0.07], [-0.32, 0.01, 0.19], [0.36, -0.26, -0.07], [0.15, -0.17, -0.04], [0.62, 0.33, 0.26], [0.04, -0.24, -0.01], [0.50, -0.39, -0.01], [-0.19, -0.05, -0.24], [0.12, 0.21, 0.23], [0.12, -0.01, -0.15], [-0.17, 0.30, -0.38], [-0.60, -0.12, -0.05], [-0.28, 0.06, -0.16], [0.08, -0.55, 0.11], [-0.11, 0.07, 0.06], [-0.16, -0.05, 0.09], [0.34, 0.02, 0.12], [-0.25, -1.20, 1.12], [-0.28, 0.18, 0.68], [0.20, -1.21, -0.34], [-0.03, 0.67, 0.05], [0.24, -0.37, 0.34], [0.23, 0.55, -0.05], [-0.21, -0.12, 0.01], [-0.25, -0.06, -0.34], [0.01, -0.24, -0.02], [-0.18, 0.41, -0.11], [0.19, -0.15, -0.43], [0.24, -0.13, 0.27], [-0.09, -0.38, 0.06], [0.18, -0.30, -0.13], [0.18, -0.28, -0.10], [-0.08, -0.30, -0.02], [0.13, 0.23, -0.31], [-0.41, 0.22, 0.33], [-0.17, 0.02, 0.29], [-0.13, 0.15, 0.02], [-0.07, 0.02, 0.02], [0.17, 0.21, -0.41], [0.04, 0.16, -0.28], [-0.28, -0.02, -0.14], [-0.18, 0.11, 0.39], [-0.60, -0.09, 0.22], [0.18, -0.01, 0.29], [-0.11, -0.12, -0.43], [-0.09, 0.00, 0.38], [0.30, 0.12, 0.33], [0.19, -0.10, -0.25], [0.39, 0.24, -0.05], [-0.26, -0.03, 0.05], [0.11, -0.03, -0.59], [-0.19, 0.00, -0.37], [0.07, -0.08, 0.47], [0.14, 0.46, -0.09], [0.08, 0.30, 0.27], [-0.41, -0.12, 0.05], [0.23, -0.38, -0.04], [0.23, -0.39, -0.02], [-0.23, -0.11, -0.30], [0.25, 0.24, 0.08], [0.14, 0.06, 0.06], [0.05, 0.08, 0.01], [0.10, -0.11, 0.10], [-0.07, 0.07, -0.06], [0.09, 0.06, -0.08], [0.10, -0.11, -0.03], [-0.15, -0.52, -0.04], [-0.44, 0.46, 1.61], [0.41, -1.96, -0.11], [0.13, 0.55, -0.36], [0.14, 0.63, -0.24], [-0.05, 1.07, -0.67], [-0.14, -0.19, 0.01], [-0.34, 0.43, -0.33], [0.39, 0.30, -0.04], [-0.27, -0.05, 0.12], [0.36, -0.01, -0.33], [-0.26, 0.06, 0.10], [0.33, 0.10, -0.29], [-0.03, 0.07, 0.09], [-0.34, 0.29, -0.45], [0.49, -0.04, -0.41], [-0.17, -0.55, 0.29], [-0.01, -0.30, 0.52], [-0.08, 1.23, -2.12], [0.26, -0.22, 1.59]],
  "lowdin_spin": [0.016, 0.000, 0.000, 0.000, 0.000, 0.000, 0.000, 0.000, 0.000, 0.001, 0.000, 0.001, 0.000, 0.000, 0.000, 0.000, 0.000, 0.000, 0.000, 0.000, 0.000, 0.000, 0.000, 0.000, 0.000, 0.000, 0.000, 0.000, 0.000, 0.000, 0.001, -0.064, 0.010, 0.007, 0.007, -0.003, 0.001, 0.000, 0.000, -0.008, 0.000, 0.001, 0.000, -0.112, -0.006, -0.010, -0.001, 0.001, 0.000, -0.017, -0.001, 0.002, 0.000, -0.010, 0.004, -0.006, -0.018, -0.001, 0.001, 0.000, -0.027, -0.001, 0.002, 0.001, -0.017, -0.001, 4.139, 0.000, 0.000, 0.000, 0.001, 0.000, 0.001, 0.000, 0.001, -0.001, 0.001, 0.000, -0.001, 0.001, 0.004, 0.001, 0.000, 0.000, 0.000, 0.000, 0.000, 0.000, 0.000, 0.000, 0.000, 0.000, 0.000, 0.000, 0.000, 0.000, 0.041, 0.036, 0.021],
  "charge": 1,
  "gap_ev": [5.2, 7.6],
  "spin_multiplicity": 5,
  "e_above_lowest_kcal_mol": 8.2
}

Entry 3:
{
  "formula": "C8H15N4",
  "method": "wB97M-V/def2-TZVPD",
  "elements": ["C", "C", "C", "C", "C", "C", "C", "C", "N", "N", "N", "N", "H", "H", "H", "H", "H", "H", "H", "H", "H", "H", "H", "H", "H", "H", "H"],
  "coordinates": [[-2.80570, 1.75361, -0.38564], [-2.85140, -0.34865, 0.14451], [-2.33752, -1.71665, 0.40992], [-1.19077, -2.05852, -0.53439], [-0.14200, 0.24678, -0.72445], [0.89050, 0.87984, 1.48690], [2.11703, 1.31156, -0.71494], [0.74690, 1.21837, 0.00039], [-4.01831, 1.42557, -0.07986], [-4.05886, 0.11310, 0.24865], [-2.02504, 0.65919, -0.24234], [-0.01613, -1.15422, -0.31369], [-2.48123, 2.72637, -0.67850], [-2.01571, -1.78772, 1.45275], [-3.15104, -2.42915, 0.27224], [-0.85845, -3.08346, -0.35738], [-1.50370, -1.95918, -1.57479], [-0.23120, 0.37136, -1.79821], [1.31129, 1.73258, 2.01444], [1.56182, 0.03719, 1.66163], [-0.07985, 0.68086, 1.94126], [2.92075, 0.98546, -0.06007], [2.31420, 2.33518, -1.01212], [2.14742, 0.71058, -1.61936], [0.25828, 2.19303, -0.06762], [0.21026, -1.14947, 0.69554], [0.79297, -1.54667, -0.81527]],
  "atomic_forces_ev_per_a": [[0.14, -0.03, -0.04], [0.24, 0.41, -0.19], [0.00, 0.24, -0.06], [-0.92, -0.55, -0.03], [-4.14, 1.85, 0.82], [-0.20, 0.15, -0.11], [-0.14, -0.01, 0.09], [0.14, -0.02, 0.21], [-0.84, 0.76, -0.01], [-0.32, -0.76, 0.25], [4.72, -1.74, -0.77], [0.40, -0.05, 0.32], [0.17, 0.31, -0.14], [0.06, -0.18, 0.04], [0.10, -0.05, -0.02], [0.19, 0.17, -0.07], [0.14, 0.04, 0.03], [0.06, -0.23, 0.01], [0.09, -0.03, 0.01], [0.09, -0.05, 0.02], [-0.11, -0.01, 0.10], [0.06, -0.04, 0.00], [0.09, 0.09, -0.03], [0.10, -0.10, -0.19], [-0.10, -0.17, -0.14], [0.03, -0.09, -0.32], [-0.04, 0.06, 0.21]],
  "nbo_charge": [0.118, 0.259, -0.465, -0.212, 0.265, -0.640, -0.614, -0.311, -0.239, -0.250, -0.389, -0.561, 0.219, 0.233, 0.287, 0.245, 0.241, 0.245, 0.268, 0.202, 0.229, 0.233, 0.254, 0.208, 0.263, 0.457, 0.456],
  "charge": 1,
  "gap_ev": 8.7,
  "e_above_lowest_kcal_mol": 44.5
}

Entry 4:
{
  "formula": "CH3BrOS",
  "method": "wB97M-V/def2-TZVPD",
  "elements": ["C", "O", "S", "Br", "H", "H", "H"],
  "coordinates": [[-0.63449, -0.34129, -0.10808], [0.37052, 1.87933, 0.50368], [0.61480, 0.94560, -0.59069], [2.42524, -0.87726, -0.01890], [-1.65894, 0.04176, -0.27539], [-0.50985, -0.35698, 0.92498], [-0.60729, -1.29117, -0.43560]],
  "atomic_forces_ev_per_a": [[-1.13, 3.48, -0.33], [0.61, 0.19, -0.49], [-0.13, -2.30, 1.33], [-1.09, 1.40, -0.40], [0.59, 0.28, -0.23], [0.37, 0.04, 1.87], [0.78, -3.10, -1.74]],
  "nbo_charge": [-0.794, -0.826, 1.276, -0.367, 0.230, 0.245, 0.236],
  "charge": 0,
  "gap_ev": [8.2, 8.2],
  "e_above_lowest_kcal_mol": 14.9
}